Below is the molecule C4H9NO2 at a distorted geometry, with properties calculated with wB97M-V/def2-TZVPD.

Last columns: bonded neighbours and bond lengths (Å).
Element x y z (Å)
1 C -1.29 2.59 0.17  N2 1.461, H8 1.101, H9 1.096, H10 1.093
2 N -0.28 1.55 0.36  C1 1.461, C3 1.401, H11 1.113
3 C -0.17 0.29 -0.24  N2 1.401, O4 1.322, C5 1.524
4 O -1.05 -0.25 -1.06  C3 1.322
5 C 1.01 -0.60 0.12  C3 1.524, C6 1.654, H12 1.100, H13 1.122
6 C 0.71 -2.22 0.10  C5 1.654, O7 1.419, H14 1.092, H15 1.125
7 O 1.11 -2.97 -1.03  C6 1.419, H16 0.942
8 H -1.99 2.54 1.02  C1 1.101
9 H -0.92 3.61 0.02  C1 1.096
10 H -1.68 2.32 -0.81  C1 1.093
11 H 0.26 1.76 1.32  N2 1.113
12 H 1.28 -0.26 1.13  C5 1.100
13 H 1.83 -0.32 -0.59  C5 1.122
14 H -0.38 -2.33 0.06  C6 1.092
15 H 1.22 -2.71 0.98  C6 1.125
16 H 0.33 -3.00 -1.56  O7 0.942

Summary:
**Max |F|**: 5.74 eV/A
**DFT total energy**: -9877.701 eV
**Relative energy (zero: lowest compared OMol25 entry of this formula, charge and spin)**: 54.4 kcal per mole
**HOMO-LUMO gap**: 0.3823 Eh
**Structure (SMILES)**: CNC(=O)CCO

Atom charges from the natural (NBO) analysis, given in e for atoms 1 to 8: atom 1 (C): -0.42, atom 2 (N): -0.62, atom 3 (C): 0.67, atom 4 (O): -0.67, atom 5 (C): -0.52, atom 6 (C): -0.05, atom 7 (O): -0.71, atom 8 (H): 0.20